C18H28O14Rb2 | ωB97M-V/def2-TZVPD

XYZ file:
```
62
Properties=species:S:1:pos:R:3:forces:R:3
Rb 3.612 3.725 0.051 -0.7999 -0.5740 0.7861
Rb 2.575 -3.381 2.839 -0.5528 1.1666 -0.0864
O 1.605 2.366 1.759 -0.3674 -0.6766 -1.6034
C 0.813 1.344 1.114 0.7511 0.3465 2.9649
C 0.352 0.104 2.112 1.1518 -0.3192 -1.5841
O 1.278 -0.851 2.534 0.2892 0.1700 0.1068
H 1.280 0.975 0.201 0.5545 -0.6610 -0.3771
H -0.119 1.783 0.758 -0.8422 0.1340 -0.1229
H -0.390 -0.488 1.576 -0.8474 0.0207 -1.1384
H -0.304 0.561 2.853 0.4301 0.5009 0.9316
C -0.563 -4.047 1.019 0.0357 0.7253 -0.2247
C -1.483 -3.919 2.190 -0.1784 0.5723 -0.2602
C -2.853 -3.252 1.991 -0.2950 0.0731 -0.5410
O -3.752 -4.187 2.556 0.5391 -1.6229 0.8798
C -3.069 -5.365 2.868 -5.1136 -3.0060 0.8080
O -3.695 -6.380 3.296 3.1050 4.2059 -1.5387
O -1.817 -5.283 2.503 0.5935 0.0112 0.9502
H -0.270 -3.056 0.673 0.1995 -0.0277 -0.0431
H -1.052 -4.595 0.213 0.0791 0.0198 -0.0112
H 0.315 -4.605 1.346 0.0745 -0.0707 -0.2145
H -1.022 -3.392 3.026 0.3355 -0.4573 0.2566
H -3.126 -3.100 0.947 0.1496 -0.2067 -0.2537
H -3.029 -2.294 2.481 0.5617 -0.0724 0.2029
C 5.173 0.740 -4.053 -0.7674 1.3274 -1.3925
C 4.402 -0.429 -3.586 1.4315 -0.6821 0.4952
C 2.981 -0.234 -3.275 -2.4274 2.7674 0.0745
O 2.272 -1.323 -3.761 1.1010 -2.4787 -0.7292
C 3.232 -2.185 -4.327 -0.4733 -0.9058 1.1217
O 3.112 -3.377 -4.422 0.1655 2.3489 -0.5485
O 4.366 -1.430 -4.566 -0.6886 -1.7567 -0.6742
H 5.055 1.493 -3.275 1.2063 0.1028 0.1603
H 4.728 1.245 -4.910 -0.9395 -0.1760 -0.1242
H 6.111 0.510 -4.559 0.6278 -0.0931 1.3349
H 4.919 -0.830 -2.715 0.1403 -0.2824 0.2028
H 2.583 0.625 -3.815 0.1654 0.4116 -0.3564
H 2.672 -0.002 -2.256 0.5282 -0.5459 0.4050
C -2.452 0.373 -1.518 -1.8396 -0.5481 -0.0639
C -1.311 -0.188 -2.310 0.3996 0.1634 0.4360
C -0.334 -1.012 -1.522 0.3423 2.7866 1.4706
O -0.099 -2.111 -2.278 2.4370 -3.1674 0.0057
C -1.011 -2.289 -3.225 0.1027 -1.5200 -0.4780
O -1.178 -3.264 -3.929 0.4202 1.8640 1.2548
O -1.705 -1.187 -3.197 -4.1823 0.9845 -2.9949
H -2.333 1.210 -0.830 0.8019 -0.0502 -0.2687
H -2.911 -0.427 -0.936 0.2718 -0.2281 0.3050
H -3.288 0.620 -2.173 0.1694 0.3811 -0.3604
H -0.791 0.579 -2.883 -0.0822 0.1537 -0.1301
H -0.728 -1.264 -0.538 0.3206 0.0353 0.1153
H 0.499 -0.309 -1.492 0.7588 -0.9067 0.8628
C -2.159 5.419 1.296 1.6338 -0.7536 -0.2070
C -1.439 4.375 2.229 -1.4802 1.3691 1.5026
C -0.373 4.936 3.185 2.3762 -2.0060 -0.7982
O -0.779 4.585 4.566 2.9000 2.5980 -1.5966
C -1.940 4.073 4.493 -3.8071 -2.2828 4.7279
O -2.527 3.648 5.540 1.5197 1.3809 -4.2780
O -2.397 4.084 3.262 -2.7474 -1.0909 -0.3201
H -3.221 5.193 1.201 0.1395 0.1874 0.2113
H -1.712 5.419 0.302 -0.0494 -0.5630 -0.2665
H -1.919 6.445 1.578 -0.5991 -0.0269 0.7105
H -1.243 3.390 1.806 0.5941 0.4233 -0.4441
H -0.044 5.938 2.911 -0.6177 0.4288 1.0778
H 0.504 4.296 3.079 0.2947 0.0985 -0.3313
```
Positions in Å, forces in eV/Å.

Results
Energy above the lowest of the compared OMol25 structures with the same formula, charge and spin (eV): 3.892
HOMO (Eh): -0.215
Net charge: 0
Frontier orbital gap (eV): 4.3


C18H28O4 | ωB97M-V/def2-TZVPD

XYZ file:
```
50
Properties=species:S:1:pos:R:3:forces:R:3
C -1.888 0.266 -2.405 1.4147 -1.0603 -2.2497
O -0.656 0.463 -1.796 1.0146 -1.8439 1.5135
C -0.179 -0.681 -1.055 0.3924 0.9089 -0.9777
C 0.233 -0.262 0.308 -0.2119 0.9931 1.2014
C 1.385 0.682 0.210 1.6048 1.0722 -1.8009
O 1.020 1.933 -0.340 -0.2668 1.5579 -0.7787
C 2.063 2.729 -0.954 0.8494 0.3367 2.1840
C 1.551 4.114 -1.306 -0.0578 0.2981 4.3413
C 1.139 5.146 -0.255 -0.4506 -1.9946 0.5173
O 2.359 5.244 -0.977 -0.5736 0.1473 -0.5446
C -0.987 0.345 1.042 2.7193 1.6462 1.7383
C -1.090 -0.118 2.452 -0.1248 0.1447 2.1180
C -0.130 -1.255 2.511 1.1864 -3.1974 -0.1483
C -0.801 -2.674 2.544 0.6909 0.2274 3.7611
C 0.214 -3.780 2.923 2.9571 3.6165 0.6541
C 1.165 -3.794 1.657 -0.3926 0.3666 0.7424
C 0.339 -2.905 0.686 -0.0404 -0.5579 0.2600
C -1.114 -3.187 1.207 -0.6508 -0.1468 -1.7121
C 0.633 -1.449 1.184 1.1863 -0.1242 -1.2630
C -1.641 0.865 -3.782 -0.5221 0.8658 -2.1843
C -1.025 2.328 -3.965 -1.9887 -2.0957 -0.2165
O -2.437 1.985 -4.201 0.9074 -0.1570 0.2296
H -2.628 0.816 -1.946 -1.8648 1.2144 1.3131
H -2.187 -0.828 -2.439 0.3067 1.2039 -0.1937
H 0.570 -1.261 -1.615 0.4731 0.7215 -0.0136
H -0.905 -1.421 -0.916 -1.8278 -0.8428 -0.0143
H 2.014 0.845 1.082 -0.1993 -0.1935 0.6070
H 2.017 0.284 -0.577 0.7709 -0.7755 0.1287
H 2.877 2.829 -0.178 -0.4713 0.0893 -0.7296
H 2.561 2.387 -1.878 -0.5418 -0.9225 0.2611
H 0.903 4.060 -2.089 -1.1213 0.7380 -2.9387
H 1.155 4.789 0.804 0.5951 0.4313 -0.8540
H 0.280 5.841 -0.400 1.0723 -0.2990 -0.5411
H -1.744 0.022 0.543 -5.1268 -2.2813 -3.1682
H -1.189 1.384 1.079 0.7619 1.4148 -0.7317
H -2.154 -0.484 2.825 2.0489 1.1768 -0.7912
H -0.643 0.690 3.128 -1.2127 -0.9599 -0.5951
H 0.635 -1.112 3.284 -0.5359 -0.4301 0.2971
H -1.593 -2.613 3.287 -0.4342 -0.4018 -0.0524
H -0.363 -4.595 3.058 -1.4374 -3.2162 0.2898
H 0.760 -3.589 3.887 -0.3985 -0.0771 -0.8801
H 1.303 -4.776 1.244 0.0039 -0.6190 -0.0830
H 2.185 -3.391 1.880 -0.8853 -0.2055 -0.1704
H 0.565 -3.157 -0.367 -0.1784 0.4479 0.4524
H -1.427 -4.334 1.286 0.4728 2.6196 -0.6813
H -1.852 -2.506 0.724 0.1169 -0.9675 -0.1374
H 1.743 -1.473 1.269 -0.6345 0.4683 0.2809
H -1.618 0.030 -4.620 0.6615 2.0126 1.4359
H -0.471 2.489 -4.922 -0.3798 0.0444 1.1079
H -0.946 3.080 -3.120 0.3229 -1.3947 -0.9833
```
Positions in Å, forces in eV/Å.

Results
Energy above the lowest of the compared OMol25 structures with the same formula, charge and spin (eV): 6.981
HOMO (Eh): -0.345
Net charge: 0
Frontier orbital gap (eV): 10.1
Structure (SMILES): C(OC[C@@]1(COC[C@H]2CO2)CC[C@H]2[C@@H]3CC[C@@H](C3)[C@H]21)[C@@H]1CO1


C18H29AgN3NbO4 | ωB97M-V/def2-TZVPD

XYZ file:
```
56
Properties=species:S:1:pos:R:3:forces:R:3
N 1.858 -0.486 0.294 0.4230 0.3570 -1.3243
C 3.005 -0.901 0.092 2.0596 -3.0246 4.1043
O 3.999 -1.503 0.352 -2.0025 1.9667 -1.8359
Ag 2.191 0.136 -1.770 -0.2044 0.9227 -1.7125
Nb -0.089 -0.069 0.126 0.0110 -1.1116 0.9632
N -0.778 -1.721 -0.757 0.0198 2.7571 0.2692
N -0.202 1.706 -0.844 0.3967 -2.2632 -0.0592
C -0.318 -3.088 -1.050 0.4370 -0.6107 0.2858
C 0.357 3.051 -0.547 -0.0425 0.5281 0.3785
C 0.797 -3.000 -2.087 0.0624 0.0198 -0.4352
C -1.441 -3.970 -1.595 -0.0435 -0.0476 -0.0700
C 0.221 -3.702 0.239 0.0265 -0.2865 0.2297
C 0.422 3.950 -1.777 0.0546 0.1547 -0.1712
C -0.558 3.725 0.474 -0.1193 0.0793 0.3572
C 1.765 2.903 0.018 0.0539 0.0738 0.2365
H 0.432 -2.503 -2.994 0.0532 -0.1870 0.0196
H 1.140 -4.011 -2.343 -0.0049 0.3206 -0.0261
H 1.666 -2.437 -1.715 -0.0741 -0.1757 0.1117
H -2.278 -4.028 -0.889 0.1930 -0.1405 -0.2108
H -1.046 -4.985 -1.733 -0.1510 0.3019 0.0091
H -1.795 -3.606 -2.568 -0.0324 -0.1499 0.1896
H 1.081 -3.151 0.639 -0.1644 -0.0647 -0.0752
H 0.538 -4.735 0.040 -0.0659 0.3055 0.1069
H -0.565 -3.719 1.001 0.1858 -0.0471 -0.0616
H 0.987 3.492 -2.595 -0.0452 0.0724 -0.0136
H 0.935 4.881 -1.499 -0.1107 -0.3018 -0.0529
H -0.573 4.237 -2.127 0.1639 -0.0248 -0.0448
H -1.565 3.833 0.059 0.1295 0.1248 0.1014
H -0.158 4.716 0.728 -0.2272 -0.2396 -0.0943
H -0.624 3.128 1.387 -0.0623 0.2963 -0.2042
H 1.785 2.314 0.938 0.0450 0.0753 -0.0958
H 2.163 3.902 0.244 -0.0213 -0.3576 -0.0681
H 2.442 2.434 -0.714 0.0060 0.1298 -0.0256
C -1.139 1.594 -1.971 -0.3777 0.2199 -0.6138
H -1.050 0.609 -2.448 -0.1935 0.1486 0.1342
H -2.186 1.757 -1.666 0.3528 0.0689 -0.1033
H -0.890 2.323 -2.750 -0.1378 -0.2607 0.1623
C -2.169 -1.363 -1.080 -0.0421 -0.2991 -0.2148
H -2.891 -2.107 -0.704 0.3390 0.4446 0.0776
H -2.432 -0.401 -0.593 -0.1324 0.0784 -0.0780
H -2.315 -1.256 -2.168 -0.0370 0.1088 0.4006
O 0.165 2.522 4.062 0.0866 -0.8754 -0.3635
C 0.104 1.363 4.742 -0.0008 0.1909 0.2323
C 0.053 1.418 6.134 0.0087 -0.2890 0.1372
C 0.018 0.227 6.852 0.0338 0.4649 -0.0525
C 0.022 -1.025 6.222 0.0038 -0.7315 -0.7477
C 0.035 -1.100 4.838 0.0655 -0.1181 0.9981
C 0.081 0.087 4.095 -0.0726 0.6324 -0.4982
C 0.000 0.006 2.678 -0.0601 0.0771 1.5450
O -0.119 -1.088 2.023 -0.3395 0.2984 -1.0786
O 0.006 1.079 1.941 -0.3546 -0.4482 -1.1918
H 0.221 2.251 3.116 -0.0810 0.7324 0.5736
H 0.049 2.392 6.629 0.0195 -0.3581 -0.1798
H -0.010 0.271 7.939 0.0049 -0.0050 -0.1938
H 0.013 -1.948 6.803 -0.0434 0.3723 -0.0797
H 0.012 -2.035 4.283 0.0087 0.0942 0.3535
```
Positions in Å, forces in eV/Å.

Results
Energy above the lowest of the compared OMol25 structures with the same formula, charge and spin (eV): 0.000
HOMO (Eh): -0.515
Net charge: +2
Frontier orbital gap (eV): 5.2


C18H29AsFN3O3PS4TeV | ωB97M-V/def2-TZVPD

XYZ file:
```
62
Properties=species:S:1:pos:R:3:forces:R:3
V 0.258 0.400 0.396 0.7324 0.6087 -0.1905
S 1.058 -2.147 3.909 -0.0993 -0.3098 -0.2016
As 0.984 -0.103 3.320 0.5618 -0.1252 1.0900
S -0.934 0.367 2.329 -0.5030 0.0554 0.5454
S 2.268 0.251 1.594 0.7685 -0.2068 0.2934
S 1.367 1.158 4.966 -0.0805 0.3777 -0.0172
N 0.400 -2.181 0.532 -0.0272 0.3893 -0.0230
C -0.392 -3.405 0.357 -0.2209 -0.0361 0.0311
C -1.475 -3.540 1.423 0.1076 -0.0312 -0.0240
N -2.543 -2.557 1.248 -0.0379 0.0620 -0.1842
H 1.179 -2.184 -0.116 0.1778 -0.1990 -0.0094
H 0.812 -2.219 1.473 0.0172 0.1175 -0.0404
H 0.252 -4.292 0.436 -0.0008 0.0099 -0.0851
H -0.847 -3.401 -0.637 -0.0017 -0.0214 -0.0094
H -0.991 -3.467 2.405 0.0089 -0.0079 -0.0265
H -1.921 -4.537 1.339 0.0776 -0.0369 -0.0586
H -2.155 -1.643 1.469 0.0222 0.1214 0.0257
H -3.257 -2.715 1.949 0.0026 0.0041 0.0589
C -3.965 -0.417 -1.782 0.1676 0.0586 0.1492
C -2.796 -1.046 -2.169 -0.1967 -0.0276 -0.1028
C -1.605 -0.674 -1.578 0.1172 0.1284 -0.0181
N -1.505 0.270 -0.632 -1.6960 -0.2575 -0.8989
C -2.644 0.884 -0.274 0.0887 0.0524 0.1711
C -3.876 0.573 -0.814 -0.1610 -0.0450 -0.1450
H -4.920 -0.694 -2.208 -0.0055 -0.0026 -0.0170
H -2.793 -1.834 -2.910 0.0487 0.0113 -0.0083
H -0.685 -1.144 -1.889 0.0636 -0.0998 0.0434
H -2.558 1.647 0.488 0.0258 -0.0684 0.0346
H -4.754 1.103 -0.471 0.0364 0.0291 0.0199
F -4.278 5.620 0.161 -0.0024 -0.0324 0.0212
C -3.129 4.871 0.205 0.0292 -0.0224 -0.0371
C -2.569 4.560 1.428 -0.0944 0.0416 -0.0008
C -1.397 3.821 1.463 0.0181 -0.0323 -0.0850
C -0.766 3.379 0.287 -0.0365 0.2035 -0.1179
C 0.456 2.576 0.340 -0.1244 -0.2725 -0.0407
C -1.381 3.720 -0.930 0.0861 0.0134 0.1367
C -2.555 4.459 -0.979 -0.0786 0.0448 -0.0115
H -3.047 4.899 2.339 0.0002 -0.0086 -0.0031
H -0.958 3.557 2.418 0.0146 -0.0157 -0.0069
H 1.033 2.785 1.239 0.0150 -0.0315 0.0090
H 1.080 2.729 -0.545 0.0034 -0.0154 0.0023
H -0.921 3.386 -1.854 -0.0102 -0.0131 -0.0088
H -3.025 4.716 -1.921 0.0109 -0.0001 0.0002
C 4.093 -3.098 -0.565 -0.0983 0.1883 0.0268
C 4.302 -1.852 -1.408 0.1676 -0.2542 0.0096
O 3.273 -0.901 -1.143 -0.5234 -0.0946 -0.2926
P 2.133 -0.508 -2.226 1.3754 1.1793 -0.1141
O 1.159 0.371 -1.481 -0.0428 -0.8291 0.0297
Te 1.457 -2.298 -3.542 -0.2429 -0.3788 -0.1742
O 2.968 0.488 -3.224 -0.3749 -0.4742 0.1126
C 3.471 1.701 -2.662 0.1841 0.2342 0.2080
C 4.989 1.695 -2.663 -0.1271 -0.1101 -0.0586
H 4.985 -3.729 -0.586 0.0011 0.0042 -0.0294
H 3.247 -3.674 -0.943 -0.0173 0.0143 0.0170
H 3.889 -2.802 0.466 0.0126 -0.0433 -0.0053
H 4.329 -2.103 -2.473 -0.0259 0.0474 0.0238
H 5.253 -1.380 -1.145 -0.0907 0.0974 0.0109
H 3.101 1.837 -1.643 -0.0434 0.0125 -0.0526
H 3.093 2.526 -3.272 -0.0421 -0.0562 0.0143
H 5.362 0.903 -2.012 0.0083 0.0258 0.0112
H 5.362 2.653 -2.296 0.0335 -0.0059 -0.0050
H 5.369 1.522 -3.672 0.0211 0.0332 0.0076
```
Positions in Å, forces in eV/Å.

Results
2S+1: 3
HOMO (alpha / beta) (Eh): -0.050 / -0.052
Net charge: -2
Frontier orbital gap (alpha / beta) (eV): 5.1 / 5.2


Calculated total energy list, top to bottom, in hartree: -1804.02476; -1003.36566; -1371.90127; -6575.35542